No. 1
21
Properties=species:S:1:pos:R:3:lowdin_charge:R:1 method="wB97M-V/def2-TZVPD" homo_ev="-9.978 / -8.702" total_energy_ha=-3551.1955 gap_ev="8.293 / 5.283" multiplicity=1 lumo_ev="-1.7 / -3.4"
C -2.291 -0.389 -0.110 -0.1733
C -0.209 1.214 -1.667 -0.1761
C -0.640 2.343 1.177 -0.1694
C 1.401 -2.727 0.781 -0.1710
N 0.323 -0.408 0.713 -0.3208
O 1.485 -1.098 -1.459 -0.4398
Si -0.802 0.761 0.047 0.4380
S 1.508 -1.075 0.003 0.7181
Br 4.822 0.634 0.592 -0.0345
H -1.929 -1.030 -0.882 0.0079
H -2.550 -1.027 0.765 0.0424
H -3.188 0.071 -0.541 0.0303
H 0.693 1.766 -1.561 0.0225
H -0.021 0.369 -2.182 -0.0396
H -0.746 1.921 -2.374 0.0692
H -1.364 3.002 0.839 -0.0269
H -0.875 2.272 2.352 0.0821
H 0.385 2.601 1.035 0.0024
H 0.797 -3.161 -0.003 0.0487
H 2.316 -3.293 0.775 0.0514
H 0.886 -2.745 1.698 0.0386

No. 2
37
Properties=species:S:1:pos:R:3:lowdin_charge:R:1 method="wB97M-V/def2-TZVPD" homo_ev=-9.129 total_energy_ha=-1046.2148 gap_ev=8.467 multiplicity=1 lumo_ev=-0.7
Ne 0.045 0.136 0.051 0.0475
O 3.072 0.685 -1.608 -0.0437
H 3.184 1.631 -1.513 0.0456
H 3.025 0.357 -0.710 -0.0071
O 3.650 -0.473 1.075 -0.0191
H 3.469 -1.410 0.997 0.0678
H 4.102 -0.386 1.915 0.0673
O -1.760 3.016 0.886 -0.0457
H -1.608 2.730 -0.015 -0.0119
H -0.941 2.818 1.341 0.0043
O 0.532 1.870 2.849 -0.0436
H 1.262 2.419 2.562 0.0377
H 0.843 0.973 2.725 -0.0333
O 1.371 -0.723 2.727 -0.0391
H 2.201 -0.660 2.254 -0.0044
H 1.484 -1.473 3.311 0.0745
O -0.981 -2.262 -1.383 -0.0448
H -0.279 -2.536 -0.793 0.0413
H -0.532 -1.814 -2.099 -0.0110
O -0.002 -0.442 -3.396 -0.0288
H 0.449 0.388 -3.240 0.0458
H 0.342 -0.749 -4.234 0.0548
O -1.678 -1.384 2.597 -0.0267
H -0.775 -1.221 2.326 0.0065
H -1.696 -1.149 3.525 0.0579
O 2.668 -2.220 -2.241 -0.0513
H 1.878 -2.527 -2.686 0.0179
H 2.704 -1.284 -2.434 -0.0110
O -2.489 2.284 -1.736 -0.0358
H -2.589 1.935 -2.622 0.0491
H -2.373 3.226 -1.861 0.0423
O -3.288 0.406 1.202 -0.0497
H -2.838 -0.154 1.835 -0.0091
H -2.733 1.182 1.130 -0.0010
O -3.541 -1.232 -1.093 -0.0791
H -3.569 -0.554 -0.418 -0.0261
H -2.608 -1.402 -1.224 -0.0379

No. 3
8
Properties=species:S:1:pos:R:3:lowdin_charge:R:1 method="wB97M-V/def2-TZVPD" homo_ev="-16.068 / -16.013" total_energy_ha=-333.2826 gap_ev="7.286 / 7.210" multiplicity=1 lumo_ev="-8.8 / -8.8" total_charge=+1
C 0.220 1.106 -0.784 0.3452
C 0.950 -1.484 0.070 -0.2254
C -0.410 2.247 -0.775 -0.2369
N 1.926 -1.790 -0.409 0.2790
N -1.048 3.186 -0.984 0.3770
N -0.213 -1.152 0.744 -0.0438
N -0.834 -0.135 0.671 0.2181
H -0.592 -1.978 1.468 0.2868